a:
Below is a cluster of 7 separate species, C7H28O7 in total, with properties calculated with wB97M-V/def2-TZVPD.

Last column: natural (NBO) charge in e.
Positions of all 42 atoms, in Å:
C (-3.20523, 1.70887, 1.76496)  -0.26
O (-1.82411, 1.89887, 1.67868)  -0.76
H (-3.57627, 0.73313, 1.45136)  0.17
H (-3.42058, 2.11636, 2.75273)  0.19
H (-3.79326, 2.32246, 1.08246)  0.18
H (-1.49999, 1.99244, 2.57745)  0.50
C (0.74721, -0.32758, 4.01074)  -0.26
O (0.37362, 0.25742, 5.26993)  -0.74
H (1.29521, 0.34345, 3.34929)  0.18
H (1.52421, -1.03219, 4.30723)  0.16
H (-0.05411, -0.85143, 3.48962)  0.18
H (1.13256, 0.64761, 5.70963)  0.47
C (0.19106, 4.73671, 0.06329)  -0.24
O (-0.52273, 4.40794, 1.22255)  -0.74
H (-0.46774, 5.17520, -0.68625)  0.15
H (0.91644, 5.51166, 0.31109)  0.18
H (0.56411, 3.80401, -0.35978)  0.17
H (-0.75339, 3.47959, 1.14152)  0.48
C (-0.55625, -1.18608, 0.23383)  -0.25
O (-0.30486, 0.18542, -0.10738)  -0.76
H (0.31465, -1.79928, 0.00226)  0.19
H (-0.86252, -1.31111, 1.27241)  0.17
H (-1.38853, -1.54235, -0.37319)  0.17
H (-1.05573, 0.73616, 0.12606)  0.50
C (-1.51661, -3.75777, -3.31472)  -0.26
O (-2.25855, -4.54134, -4.27091)  -0.72
H (-0.58071, -4.23542, -3.02482)  0.17
H (-1.32585, -2.76634, -3.72552)  0.17
H (-1.99827, -3.71885, -2.33768)  0.17
H (-1.59195, -5.04582, -4.74288)  0.47
C (3.01643, 0.35900, 0.21550)  -0.25
O (2.05070, 1.37763, 0.41877)  -0.76
H (3.67116, 0.48726, 1.07745)  0.18
H (2.57788, -0.63239, 0.32929)  0.15
H (3.54579, 0.51072, -0.72516)  0.16
H (1.21353, 1.06902, 0.06449)  0.49
C (1.52239, -1.83016, -3.00132)  -0.25
O (1.50046, -2.35045, -4.31503)  -0.73
H (0.50840, -1.64517, -2.64678)  0.16
H (1.92600, -2.65106, -2.40861)  0.17
H (2.16524, -0.95174, -2.94453)  0.18
H (1.80018, -1.68439, -4.93804)  0.47

HOMO energy ... -9.71 eV
Charge ... 0
Gap between HOMO and LUMO ... 10.185 eV
SMILES string ... CO.CO.CO.CO.CO.CO.CO


b:
Below is a structure of composition C7H28O7, with properties calculated with wB97M-V/def2-TZVPD.

Last column: natural (NBO) charge in e.
Positions of all 42 atoms, in Å:
C (-1.15726, 14.55916, 4.30218)  -0.24
O (-1.85651, 15.75051, 4.03171)  -0.72
H (-1.69707, 13.72508, 3.85381)  0.19
H (-0.18267, 14.66750, 3.82626)  0.16
H (-0.95855, 14.31142, 5.34489)  0.15
H (-1.30012, 16.47540, 4.32593)  0.47
C (-2.38898, 15.56923, 10.75217)  -0.26
O (-2.77587, 14.56952, 9.78647)  -0.79
H (-2.48355, 15.26041, 11.79322)  0.17
H (-1.31866, 15.76835, 10.69860)  0.15
H (-2.95894, 16.49645, 10.69284)  0.16
H (-2.91287, 15.03814, 8.95990)  0.47
C (0.84147, 14.97472, 6.53501)  -0.25
O (0.88251, 16.39183, 6.31843)  -0.74
H (0.51137, 14.81709, 7.56181)  0.16
H (0.13109, 14.42494, 5.91758)  0.18
H (1.84196, 14.54492, 6.48620)  0.17
H (1.50764, 16.76436, 6.94456)  0.47
C (-4.78814, 18.05171, 6.66000)  -0.30
O (-4.25507, 16.78636, 6.92137)  -0.59
H (-5.29090, 18.45953, 7.53693)  0.22
H (-3.98417, 18.75065, 6.42933)  0.20
H (-5.46084, 18.07082, 5.80256)  0.19
H (-5.01028, 16.19874, 6.99856)  0.51
C (-1.86620, 15.92326, 7.33268)  -0.28
O (-3.02767, 16.05634, 8.15390)  -0.80
H (-1.55778, 16.92522, 7.03427)  0.18
H (-1.12609, 15.47186, 7.99342)  0.19
H (-2.09675, 15.32125, 6.45374)  0.17
H (-3.62134, 16.55871, 7.59107)  0.43
C (-1.95397, 12.70497, 6.85940)  -0.24
O (-2.18891, 11.60352, 5.97290)  -0.75
H (-2.54332, 13.57489, 6.56953)  0.18
H (-1.99886, 12.38862, 7.90151)  0.19
H (-0.91053, 12.94350, 6.65342)  0.14
H (-1.83297, 10.78202, 6.31938)  0.47
C (-5.14907, 16.99804, 9.66776)  -0.28
O (-5.84307, 18.25864, 9.50131)  -0.73
H (-4.15307, 17.05412, 9.22853)  0.22
H (-5.12362, 16.69523, 10.71455)  0.18
H (-5.72202, 16.19574, 9.20287)  0.15
H (-6.74127, 18.00549, 9.27601)  0.46

HOMO energy ... -8.89 eV
Charge ... 0
Gap between HOMO and LUMO ... 9.167 eV


Q: Which of them is the most stable? A: a.


a:
Below is an isolated molecule of C5H13NOS, with properties calculated with wB97M-V/def2-TZVPD.

Last column: natural (NBO) charge in e.
Positions of all 21 atoms, in Å:
C (-1.07389, 0.33883, 1.25371)  0.13
C (-1.93302, 1.46450, 0.71314)  -0.62
C (-1.70946, -0.45823, 2.32205)  -0.63
C (1.49732, -0.20737, -3.08403)  -0.44
C (2.13410, -0.57467, 0.07490)  -0.84
N (0.84056, -1.18764, -2.28525)  -0.79
O (-0.61957, -0.49707, 0.05815)  -0.90
S (0.73821, -1.47653, -0.80282)  1.34
H (-1.90002, 2.21111, 1.45093)  0.20
H (-2.93909, 1.24618, 0.49714)  0.21
H (-1.52158, 1.92127, -0.15635)  0.22
H (-1.09835, -1.00820, 2.95483)  0.21
H (-2.19647, 0.22165, 2.95326)  0.21
H (-2.47723, -1.18020, 2.00183)  0.22
H (2.17984, -0.80864, -3.69429)  0.21
H (0.68400, 0.03415, -3.79079)  0.22
H (1.98123, 0.51039, -2.51304)  0.19
H (2.55879, -1.40165, 0.52926)  0.22
H (2.92952, -0.20349, -0.67195)  0.22
H (1.98517, 0.35442, 0.66996)  0.24
H (-0.06008, 0.70120, 1.51936)  0.17

HOMO energy ... -8.93 eV
Charge ... 0
Gap between HOMO and LUMO ... 9.598 eV


b:
Below is a cluster of 3 separate species, C5H13NOS in total, with properties calculated with wB97M-V/def2-TZVPD.

Last column: natural (NBO) charge in e.
Positions of all 21 atoms, in Å:
C (-2.77108, 0.58334, 0.40485)  -0.45
N (-1.31203, 0.75325, 0.60865)  -0.36
C (-0.64517, 0.42843, -0.55922)  -0.11
C (0.67941, -0.12589, -0.43987)  -0.36
C (-0.48062, -1.10556, -0.93491)  -0.32
S (1.65491, -2.72656, -1.56326)  -0.28
C (0.44354, 3.02884, 2.10663)  -0.24
O (0.61234, 1.65521, 1.88943)  -0.80
H (-3.13462, -0.29637, 0.95006)  0.22
H (-3.04222, 0.48339, -0.64824)  0.19
H (-3.29734, 1.45934, 0.79811)  0.22
H (-0.20858, 1.17124, 1.43072)  0.48
H (-0.82912, 1.10584, -1.40578)  0.25
H (1.06039, -0.46468, 0.51556)  0.26
H (1.46313, 0.29635, -1.04277)  0.24
H (-0.38503, -1.42485, -1.97061)  0.26
H (-0.92447, -1.79739, -0.25159)  0.25
H (1.56470, -2.17986, -2.77930)  0.10
H (1.44926, 3.43527, 2.25442)  0.17
H (-0.09900, 3.20565, 3.05112)  0.15
H (-0.08038, 3.58350, 1.31303)  0.15

HOMO energy ... -8.21 eV
Charge ... 0
Gap between HOMO and LUMO ... 4.825 eV


Q: Which of them is the most stable? A: a.


a:
Below is an isolated molecule of C5H13NOS, with properties calculated with wB97M-V/def2-TZVPD.

Last column: natural (NBO) charge in e.
Positions of all 21 atoms, in Å:
C (0.04973, 0.57382, -1.07805)  -0.23
N (0.64140, -0.40989, -1.99717)  -0.63
C (-0.32026, -0.60341, -3.10128)  0.10
O (0.19189, -1.72716, -3.88691)  -0.75
C (0.79220, 0.58941, 0.24432)  -0.43
C (0.32817, -0.53280, 1.20841)  -0.42
C (-0.79118, -0.30188, 2.20309)  -0.48
S (-0.50286, 1.25736, 3.23267)  -0.07
H (0.11232, 1.50484, -1.67974)  0.19
H (-1.03095, 0.50430, -0.85522)  0.16
H (0.83962, -1.29561, -1.54589)  0.36
H (-1.27368, -0.96477, -2.73329)  0.16
H (-0.26465, 0.31139, -3.68777)  0.17
H (0.95244, -1.54590, -4.45415)  0.48
H (1.89079, 0.59727, 0.16708)  0.22
H (0.66696, 1.57410, 0.72344)  0.22
H (0.11249, -1.37364, 0.56409)  0.20
H (1.23045, -0.81114, 1.75844)  0.20
H (-1.79026, -0.15419, 1.67335)  0.22
H (-0.83712, -1.23023, 2.79943)  0.22
H (0.86102, 1.10888, 3.31317)  0.12

HOMO energy ... -9.18 eV
Charge ... 0
Gap between HOMO and LUMO ... 10.101 eV
SMILES string ... OCNCCCCS


b:
Below is an isolated molecule of C5H13NOS, with properties calculated with wB97M-V/def2-TZVPD.

Last column: natural (NBO) charge in e.
Positions of all 21 atoms, in Å:
C (0.81558, -0.37191, -0.82300)  -0.45
C (1.88081, -1.43890, -1.03232)  -0.49
S (1.85966, -2.09916, -2.75151)  -0.06
C (-0.59687, -0.90053, -0.54514)  -0.22
N (-1.16821, -0.55967, 0.75889)  -0.63
C (-1.84475, 0.68866, 0.91502)  -0.23
C (-0.94334, 1.87651, 1.26688)  -0.08
O (-0.28117, 1.52579, 2.46417)  -0.74
H (1.08036, 0.31328, -0.02506)  0.21
H (0.84705, 0.27998, -1.69054)  0.21
H (1.74862, -2.30026, -0.40618)  0.21
H (2.87743, -1.08029, -0.81383)  0.22
H (2.52565, -1.06330, -3.26712)  0.11
H (-0.60462, -2.00094, -0.57434)  0.19
H (-1.29130, -0.62423, -1.32556)  0.20
H (-0.49373, -0.75536, 1.47983)  0.37
H (-2.39845, 0.91690, 0.00187)  0.19
H (-2.56007, 0.60993, 1.73612)  0.19
H (-0.24712, 2.02893, 0.44126)  0.15
H (-1.56142, 2.76876, 1.40481)  0.16
H (0.35590, 2.18582, 2.78576)  0.48

HOMO energy ... -8.40 eV
Charge ... 0
Gap between HOMO and LUMO ... 9.170 eV
SMILES string ... OCCNCCCS


Q: Which of them is the most stable? A: b.


a:
Below is a structure of composition C3H3FOS, with properties calculated with wB97M-V/def2-TZVPD.

Last column: natural (NBO) charge in e.
Positions of all 9 atoms, in Å:
C (1.10159, 0.76140, -0.59160)  0.44
C (-0.95212, -0.91112, -0.02950)  -0.34
C (-0.14881, 0.00955, 0.76615)  0.10
O (1.17185, 1.88354, -0.80126)  -0.44
F (-0.81401, 1.00270, 1.35179)  -0.31
S (-2.44117, -0.47784, -0.61049)  0.05
H (1.82210, 0.07932, -1.06388)  0.13
H (-0.30165, -1.82565, -0.31317)  0.21
H (0.56223, -0.52192, 1.29196)  0.17

HOMO energy ... -8.91 eV
Charge ... 0
Gap between HOMO and LUMO ... 8.082 eV


b:
Below is an isolated molecule of C3H3FOS, with properties calculated with wB97M-V/def2-TZVPD.

Last column: natural (NBO) charge in e.
Positions of all 9 atoms, in Å:
C (-1.75365, -0.39027, -0.08624)  0.16
C (-1.14781, 0.79406, 0.07736)  0.03
C (0.96359, -0.17929, 0.29183)  -0.03
H (-1.29677, -1.32207, -0.28927)  0.18
H (-1.62398, 1.78624, 0.04090)  0.22
H (0.45081, -0.87536, 1.03648)  0.19
O (0.24799, 0.92638, -0.05706)  -0.47
F (-3.10330, -0.45648, -0.04666)  -0.32
S (2.50268, -0.26490, -0.10059)  0.04

HOMO energy ... -9.24 eV
Charge ... 0
Gap between HOMO and LUMO ... 9.112 eV
SMILES string ... F/C=C/OC=S


c:
Below is an isolated molecule of C3H3FOS, with properties calculated with wB97M-V/def2-TZVPD.

Last column: natural (NBO) charge in e.
Positions of all 9 atoms, in Å:
C (-0.04882, 0.41199, 0.17795)  -0.01
C (-1.02249, -0.64611, -0.05347)  -0.23
C (1.27069, 0.16821, -0.34002)  0.39
H (0.02465, 0.25141, 1.28102)  0.25
H (-0.61763, -1.69168, 0.11151)  0.25
H (1.68620, 0.80638, -1.10325)  0.15
O (1.87519, -0.83421, 0.03754)  -0.50
F (-0.44392, 1.74947, 0.00544)  -0.33
S (-2.72388, -0.21547, -0.11673)  0.03

HOMO energy ... -9.30 eV
Charge ... 0
Gap between HOMO and LUMO ... 8.131 eV
SMILES string ... O=C[C@@H](F)C=S


Q: Which of them is the most stable? A: b.